Computed, not measured: one molecule with the formula C4H3Cl2FS, with wB97M-V/def2-TZVPD.

The geometry in XYZ format:
```
11
Properties=species:S:1:pos:R:3:forces:R:3:lowdin_charge:R:1
F 0.218421 -1.568366 -1.475438 -0.4 0.3 0.0 0.0034
C -0.093573 -1.066468 -0.242651 0.5 -1.0 0.9 -0.3758
C -1.155299 0.018588 -0.163925 -0.4 -0.4 -0.6 -0.7647
S -2.717230 -0.019569 -0.472620 0.2 0.2 0.1 0.8207
C -0.133503 1.060551 0.282860 -0.9 1.1 0.3 -0.6786
Cl 0.095571 2.386449 -0.896169 0.0 -0.4 0.3 0.6206
C 0.911100 -0.053673 0.337972 -0.2 -0.7 0.6 -0.7258
Cl 2.417380 -0.015894 -0.472004 0.9 0.5 -0.4 0.7076
H -0.180762 -1.918860 0.466659 -0.5 0.4 -0.6 0.1622
H -0.420393 1.519756 1.255282 0.5 -0.2 -0.7 0.1196
H 1.058291 -0.342512 1.380032 0.3 0.2 0.0 0.1108
```
Positions in Å, forces in eV/Å.

Values from the calculation:
E_HOMO in eV: -9.45
LUMO level in eV: -1.399
Structure (SMILES): F[C@@H]1C(=S)[C@H](Cl)[C@@H]1Cl
Energy above the lowest of the compared OMol25 structures with the same formula, charge and spin in kJ/mol: 0.0



Computed, not measured: C43H97ClFIN15O8P6 as an isolated structure, with wB97M-V/def2-TZVPD.

The geometry in XYZ format:
```
172
Properties=species:S:1:pos:R:3:forces:R:3:lowdin_charge:R:1
C -0.469686 1.376173 0.142340 0.2 0.5 0.8 -0.0773
C -1.508029 0.784098 1.206556 -0.7 2.3 -0.3 -0.2390
N -1.466369 -0.685701 1.443908 -0.2 1.1 -1.8 -0.1441
C -1.464380 -1.599970 0.458087 -0.3 -0.5 0.2 -0.1799
N -1.596436 -1.303501 -0.967018 -0.8 -1.6 3.2 0.0670
C -2.892250 -0.717383 -1.245729 -2.0 3.7 0.0 -0.2708
C -3.559496 -0.566255 -2.668092 0.0 1.2 -0.7 -0.0406
F -3.966595 -1.206444 -0.337880 1.9 -0.1 -1.0 -0.0717
C -0.940770 -2.272368 -1.882782 1.2 -1.8 -1.3 -0.2542
C -1.707042 -3.636051 -2.220446 0.3 -2.1 -0.3 -0.1983
N -3.152336 -3.645641 -2.450374 -0.4 0.4 -0.4 0.0091
C -0.587273 -1.422580 -3.229918 0.4 0.9 -0.2 -0.0934
C -1.276603 -1.786437 -4.606329 -0.9 0.9 -1.8 -0.2528
N -0.294245 -2.068800 -5.735532 -0.8 -0.5 0.2 -0.0149
C 0.424331 -2.859417 -1.150054 0.1 -0.5 0.0 -0.3513
C 1.146457 -4.034896 -1.872845 0.6 -1.4 -4.4 -0.1518
C 1.511131 -3.805748 -3.533112 3.7 0.4 -0.4 -0.1731
C 3.062385 -4.316629 -3.967897 -0.7 5.7 0.7 0.0143
O 2.571220 -2.781465 -3.856085 -3.8 -2.8 0.6 -0.2465
P 1.736107 -1.496563 -0.718510 1.7 0.9 0.0 0.9605
N 3.383913 -2.101096 -1.115202 -1.7 1.0 0.1 -0.1161
O 1.655245 -0.084758 -1.669710 0.7 -1.4 0.3 -0.3092
C 0.067465 -3.413407 0.386313 1.7 0.0 0.4 -0.4036
C 0.449986 -4.969241 0.603106 -0.7 -1.3 0.2 -0.0889
C 0.191111 -5.606105 2.043484 -1.7 -1.8 3.2 -0.2787
O -0.886396 -6.145348 2.441443 3.4 2.3 -2.3 0.0321
C 1.395062 -5.787430 3.114760 3.2 -0.9 1.2 -0.1268
C 2.528090 -6.788083 2.726941 0.9 1.0 3.1 -0.0202
C 3.727159 -7.095428 3.692440 -2.4 2.3 1.5 -0.0541
C 3.836551 -6.391703 5.092300 -3.7 0.7 -3.5 -0.0554
C 2.691154 -5.382722 5.424535 0.3 -1.5 -2.0 -0.0582
C 1.482345 -5.091535 4.484968 2.4 -2.1 -0.9 -0.0392
P 1.235793 -2.645289 1.736775 2.0 -1.2 1.4 0.6621
O 2.644165 -3.242072 1.787584 -2.0 1.2 -0.9 -0.4307
N -1.263688 -2.986301 0.867818 1.2 1.3 -0.7 -0.0931
C -2.394871 -3.865006 0.984455 -4.4 -1.6 -0.1 -0.1900
C -3.129606 -3.949797 2.445971 1.3 -0.2 0.1 -0.3186
C -4.087173 -5.240899 2.571239 0.9 0.7 -1.6 -0.6497
I -5.284518 -4.991197 4.374941 0.4 -0.2 -0.9 0.7165
P -1.443897 -1.123487 3.211814 -1.2 -2.7 2.0 0.7109
O -2.925839 -0.587552 3.893456 2.8 0.7 -0.7 -0.3101
Cl 0.063195 -0.064189 4.231781 -0.9 0.4 -1.0 0.3042
H -0.665153 1.094391 -0.943188 0.4 0.3 1.6 0.0624
H -0.517773 2.527878 0.253296 -0.1 -1.9 -0.2 0.1063
H 0.598559 1.088945 0.482201 -1.8 0.3 -0.8 0.0780
H -2.614157 1.063332 0.998868 1.8 -0.4 0.1 0.1415
H -1.270221 1.354427 2.186777 -0.4 -1.4 -1.4 0.1069
H -2.824295 0.414200 -0.948418 -0.1 -2.2 -0.1 0.1429
H -3.630955 -1.430629 -3.373871 0.3 0.5 1.1 0.0615
H -4.631736 -0.161275 -2.503616 1.8 -0.8 0.1 0.1192
H -3.014769 0.293384 -3.222743 -0.8 -1.5 0.9 0.0987
H -1.502505 -4.513626 -1.484175 0.3 1.9 -0.6 0.1094
H -1.228065 -4.054453 -3.194064 -0.7 1.0 1.5 0.1241
H -3.492661 -4.594812 -2.646978 0.3 0.7 0.2 0.0974
H -3.747199 -3.231205 -1.729470 0.5 -0.3 -0.1 0.0539
H 0.535582 -1.379224 -3.467120 -1.6 -0.4 0.6 0.1067
H -0.835542 -0.309338 -3.011818 0.4 -1.9 -0.2 0.1157
H -1.842494 -0.844782 -4.982728 0.7 -1.5 0.9 0.0979
H -2.041737 -2.623010 -4.649368 0.8 1.0 0.8 0.1059
H -0.493177 -3.016850 -6.114563 0.3 1.0 0.4 0.0673
H -0.498502 -1.430206 -6.516457 0.1 -0.3 0.6 0.0587
H 0.573647 -5.028090 -2.047960 0.6 1.7 1.0 0.1225
H 2.158525 -4.350945 -1.464884 -1.4 0.8 -0.2 0.1040
H 0.634822 -4.007410 -4.332717 2.3 0.7 1.9 0.1363
H 3.882487 -4.047791 -3.202295 -1.3 -2.0 -0.7 0.1007
H 3.453352 -4.100515 -5.015865 -0.9 -1.9 1.1 0.1073
H 4.011565 -1.326790 -0.803203 -0.3 -1.0 0.0 0.0409
H 3.577241 -2.965065 -0.591995 0.1 0.8 0.1 0.0318
H 2.562009 0.244351 -1.870930 -0.7 -0.5 -0.1 0.0740
H 1.583220 -5.176789 0.474844 -2.0 0.8 -0.1 0.1293
H -0.183316 -5.623603 -0.113399 1.2 1.1 1.1 0.1320
H 2.545317 -7.389971 1.744797 -0.3 1.3 1.6 0.1012
H 4.551767 -7.848648 3.422123 -1.6 1.3 0.2 0.0904
H 4.705871 -6.630562 5.793194 -1.5 0.6 -1.1 0.0911
H 2.784772 -4.838997 6.437062 -0.4 -0.9 -1.9 0.0911
H 0.660970 -4.346188 4.799306 1.6 -1.4 -0.5 0.0962
H 0.588894 -3.116241 2.962925 -0.1 0.3 -1.1 -0.0031
H 1.103820 -1.237284 1.914527 -0.2 -0.7 0.1 -0.0604
H -3.258392 -3.490826 0.301531 1.5 -0.5 0.9 0.1156
H -2.284192 -4.972311 0.665021 0.8 2.0 0.4 0.1377
H -3.730180 -2.990070 2.604393 0.7 -1.3 -0.1 0.0765
H -2.288210 -4.012791 3.233889 -1.5 0.1 -1.1 0.0896
H -4.716868 -5.258536 1.600852 0.5 -0.1 1.9 0.0706
H -3.511666 -6.226631 2.645526 -0.7 1.6 0.0 0.0528
H -2.671575 -0.153131 4.749612 -0.5 -0.1 -0.8 0.0476
O -1.385286 3.293015 5.636019 4.0 1.1 1.2 -0.3338
P -1.596159 3.630549 7.125114 -7.8 -2.5 -1.7 0.7603
N -2.156486 2.037043 7.496982 0.5 -1.0 0.3 -0.3112
C -3.059144 1.639546 8.568221 0.0 0.2 0.5 -0.1307
C -1.158233 0.980893 7.322968 0.1 0.1 -0.5 -0.1779
N -2.957167 4.639867 6.782086 -0.6 1.4 -0.2 -0.3652
C -4.325504 4.159200 6.860835 0.0 -0.2 0.6 -0.1330
C -2.822194 5.504810 5.606856 0.4 -0.1 0.0 -0.1513
N -1.760695 4.065830 8.841105 3.1 1.5 -0.6 -0.2680
C -2.063339 5.468545 9.176798 -0.5 0.6 0.2 -0.1224
C -0.503796 3.747273 9.557951 0.1 -0.6 0.5 -0.1364
H -2.570449 1.637806 9.549560 0.0 -0.1 0.1 0.0782
H -3.434080 0.625564 8.392161 0.2 0.0 -0.2 0.0857
H -3.946762 2.260540 8.638223 0.2 0.2 -0.1 0.0544
H -0.542968 0.853683 8.220688 0.0 -0.2 0.1 0.0717
H -0.482156 1.190503 6.491887 -0.2 0.2 0.2 0.0024
H -1.639771 0.022830 7.098056 -0.1 0.0 0.2 0.0711
H -4.475313 3.244443 6.277717 -0.1 -0.1 0.0 0.0838
H -5.037282 4.909149 6.500339 0.3 0.1 -0.1 0.0835
H -4.617311 3.992700 7.901009 0.0 -0.2 0.0 0.0630
H -3.042402 4.967136 4.676631 0.1 0.1 0.0 0.0747
H -1.809148 5.912379 5.541852 -0.1 -0.1 -0.1 0.0712
H -3.498736 6.362755 5.677332 -0.1 -0.2 0.2 0.0801
H -1.386418 6.162186 8.669850 -0.1 0.1 0.1 0.0896
H -1.978068 5.639548 10.257108 0.3 -0.4 -0.1 0.0868
H -3.091768 5.736783 8.935949 0.2 -0.2 -0.3 0.0757
H 0.324507 4.368955 9.204078 0.0 0.0 0.2 0.0844
H -0.217288 2.702792 9.416803 -0.1 0.0 -0.2 0.0643
H -0.619355 3.891733 10.635338 -0.1 0.1 -0.2 0.0880
O 5.932377 0.320737 0.407499 0.1 0.3 4.4 -0.3286
P 6.727998 1.632421 0.556350 -0.4 -0.2 -8.5 0.7608
N 5.543594 2.532673 -0.319579 -1.1 0.7 0.3 -0.3124
C 5.739571 3.740621 -1.108175 0.4 0.4 0.2 -0.1329
C 4.239122 2.629482 0.340342 -0.2 -0.5 -0.1 -0.1560
N 7.949665 1.096217 -0.542676 1.5 -0.6 -0.2 -0.3654
C 7.934446 1.437484 -1.954407 0.0 0.6 0.1 -0.1335
C 8.363896 -0.301917 -0.394057 -0.2 0.0 0.3 -0.1491
N 7.662255 3.126054 0.797092 0.3 -1.3 3.3 -0.2668
C 9.126812 3.017915 0.920501 0.7 0.0 -0.3 -0.1230
C 7.207558 3.803396 2.033700 -0.5 0.6 0.0 -0.1379
H 5.873247 4.632076 -0.483990 0.0 0.1 0.0 0.0769
H 4.869189 3.921623 -1.747975 -0.1 -0.2 0.2 0.0848
H 6.582846 3.680169 -1.789126 0.1 -0.1 0.2 0.0539
H 4.202055 3.476958 1.034173 -0.1 0.2 0.0 0.0668
H 3.994167 1.730526 0.910488 0.3 0.0 -0.1 0.0631
H 3.438478 2.755923 -0.396018 0.1 0.1 0.0 0.0730
H 6.977198 1.193855 -2.427150 -0.1 0.1 -0.1 0.0850
H 8.724379 0.914746 -2.503691 -0.1 -0.2 0.3 0.0835
H 8.165018 2.496289 -2.098519 -0.2 0.0 0.0 0.0624
H 7.672301 -0.988436 -0.897123 0.0 -0.1 0.1 0.0758
H 8.420385 -0.577504 0.663015 -0.1 -0.1 -0.1 0.0720
H 9.365117 -0.455715 -0.809576 -0.1 0.2 -0.1 0.0800
H 9.417301 2.262681 1.656418 0.1 0.1 -0.1 0.0898
H 9.565637 3.975979 1.225888 -0.5 0.0 0.2 0.0861
H 9.604232 2.787480 -0.031650 -0.3 -0.2 0.1 0.0757
H 7.431621 3.203500 2.921263 0.1 0.2 0.0 0.0842
H 6.130081 3.981647 2.018227 0.0 -0.1 -0.1 0.0635
H 7.680109 4.783392 2.140527 0.0 -0.2 -0.1 0.0871
O -2.590890 0.704457 -6.929728 0.0 -1.9 -3.9 -0.3284
P -3.442479 1.712933 -7.726989 0.3 4.3 7.2 0.7665
N -2.358558 3.020325 -7.403945 0.8 0.3 -0.6 -0.3114
C -2.673402 4.440481 -7.346636 -0.4 0.2 -0.4 -0.1342
C -1.022603 2.870400 -7.987536 0.3 -0.4 0.3 -0.1442
N -4.694568 1.711667 -6.533380 -1.4 -0.6 0.6 -0.3578
C -4.775699 2.713047 -5.485118 0.0 0.5 -0.4 -0.1336
C -5.024370 0.402197 -5.969829 0.2 -0.1 -0.3 -0.1439
N -4.439761 2.809497 -8.709136 -0.1 -2.8 -2.1 -0.2673
C -5.887555 2.546396 -8.792644 -0.7 0.1 0.2 -0.1235
C -3.953087 2.805045 -10.108539 0.5 0.6 -0.3 -0.1352
H -2.819301 4.878349 -8.341093 0.0 0.1 0.0 0.0773
H -1.856783 4.991013 -6.867811 0.1 -0.3 -0.1 0.0863
H -3.552809 4.664800 -6.750676 -0.1 -0.2 -0.1 0.0524
H -0.988340 3.242206 -9.017712 0.1 0.2 0.0 0.0678
H -0.698773 1.827965 -8.006111 -0.2 0.0 0.1 0.0663
H -0.277992 3.416286 -7.400323 -0.1 0.1 0.0 0.0817
H -3.834260 2.809480 -4.933395 0.1 0.1 0.1 0.0832
H -5.566717 2.478898 -4.764448 0.1 -0.3 -0.2 0.0813
H -5.069041 3.681560 -5.897814 0.2 0.1 0.0 0.0637
H -4.324732 0.114066 -5.175982 0.0 -0.1 -0.1 0.0420
H -5.007171 -0.367928 -6.746374 0.1 0.0 0.2 0.0766
H -6.037411 0.400592 -5.553657 0.0 0.2 0.0 0.0836
H -6.096298 1.504590 -9.052428 -0.1 0.1 0.0 0.0891
H -6.358553 3.185838 -9.549459 0.5 -0.1 -0.1 0.0867
H -6.404705 2.791175 -7.865039 0.3 -0.2 0.0 0.0746
H -4.095241 1.825774 -10.576010 -0.1 0.2 -0.1 0.0847
H -2.889188 3.045851 -10.162003 0.0 0.0 0.2 0.0654
H -4.470050 3.560621 -10.705889 0.0 -0.1 0.2 0.0880
```
Positions in Å, forces in eV/Å.

Values from the calculation:
Total charge: +1
E_HOMO in eV: -9.48
LUMO level in eV: -3.649